(1)
This record from OMol25 describes C19H20CaCl4GeN3OS as an isolated structure. The level of theory is ωB97M-V with the def2-TZVPD basis set.

Summary:
Max |F| (eV/A): 0.499
2S+1: 2
E_LUMO (alpha / beta) (eV): 0.06 / -0.68
Energy relative to the best compared isomer or geometry (same formula, charge and spin) (kcal/mol): 9.8

```
50
C19H20CaCl4GeN3OS ωB97M-V with the def2-TZVPD basis set
H -2.4138 -4.0013 2.1770
C -0.8641 1.6246 -0.0021
H 4.8530 -2.6177 0.3703
N 2.2990 0.9654 0.4999
H -2.8696 -1.6641 3.7477
O 3.9803 -0.8942 -1.8352
H 2.9835 3.0372 3.0488
H 2.9282 4.7131 1.1844
C -2.2895 1.5502 -2.3891
C 2.5580 1.3994 1.7376
C 3.7151 -1.2668 -0.7519
C -1.1771 -0.5157 -3.0037
H 2.0618 1.4929 -1.4865
C -0.6006 0.5493 -0.8338
Ge 1.2930 -3.9200 2.5849
Ca 0.9761 -1.2708 0.0050
C 2.7898 2.7327 2.0300
H -4.3985 -2.0826 2.9291
C 2.7626 3.6596 1.0031
C -2.5022 2.6085 -1.4720
C -1.8037 2.6451 -0.3014
C -1.8590 -0.5528 -4.1855
H 4.1009 -1.3842 1.3615
N -2.6780 -3.0315 2.1619
C -2.7784 0.4717 -4.5015
H -0.4824 -1.3131 -2.7603
H -3.2210 3.3821 -1.7190
H -0.3335 1.7196 0.9472
Cl 2.0872 -3.8257 0.3557
S -1.2977 -3.1203 -0.0836
H -3.6064 -3.2442 3.9975
Cl 0.8402 -1.5444 2.7382
C -1.3523 0.5328 -2.0603
C -3.4308 -2.4658 3.2608
C -2.2266 -2.3365 1.1099
H -2.1167 -0.4806 0.3115
H 2.5694 0.6519 2.5196
H -1.9614 3.4565 0.4014
H -3.0083 -0.5711 1.7925
Cl 2.4639 4.2960 -1.6136
H -1.7013 -1.3678 -4.8807
H -3.6921 2.2845 -3.8579
C 2.2852 1.8565 -0.4916
N -2.5542 -1.0482 1.0324
C 4.6156 -1.5539 0.4184
Cl 3.3181 -3.7353 3.4962
H -3.3158 0.4419 -5.4410
C 2.5137 3.2038 -0.2779
C -2.9876 1.4941 -3.6227
H 5.5281 -0.9604 0.3488
```

=====

(2)
This record from OMol25 describes a 2-piece molecular cluster, C4H6P2 overall. The level of theory is ωB97M-V with the def2-TZVPD basis set.

Summary:
Max |F| (eV/A): 3.922
E_LUMO (eV): 0.01
Energy relative to the best compared isomer or geometry (same formula, charge and spin) (kcal/mol): 67.2

```
12
C4H6P2 ωB97M-V with the def2-TZVPD basis set
H -0.9266 1.5181 -0.7459
P 2.4195 -0.8091 -0.1122
H 0.6642 -0.0845 1.7621
C -0.8196 -1.3938 -0.0919
C -1.3364 -0.3684 -0.3308
H -2.3026 0.9236 -1.6885
H 3.4993 -1.0129 0.6381
C -1.8229 0.8993 -0.6620
H -0.5227 -2.3820 0.1618
H -2.3553 1.2310 0.1628
C 1.4230 0.1433 0.9161
P 2.0802 1.3355 -0.0094
```

=====

(3)
This record from OMol25 describes a single C4H12P2 molecule. The level of theory is ωB97M-V with the def2-TZVPD basis set.

Summary:
Max |F| (eV/A): 5.236
E_LUMO (eV): 0.96
Energy relative to the best compared isomer or geometry (same formula, charge and spin) (kcal/mol): 35.5

```
18
C4H12P2 ωB97M-V with the def2-TZVPD basis set
H 0.7464 1.4845 -1.5564
C 0.2011 -0.5758 -1.9032
H -0.5139 -1.3370 -1.4572
H 2.9128 1.5634 0.6932
C 0.2403 0.7303 -1.1056
C -2.0605 -0.5605 0.8828
H -0.3797 -0.5696 2.4889
H -2.3030 -0.3426 -0.1497
P -0.3283 -1.0591 1.1015
H -2.6486 -1.3888 1.4165
H -0.7940 1.0230 -1.0623
H -0.0946 -0.4238 -2.9573
H 0.3414 1.4276 0.8194
H 1.1914 -1.1078 -1.8507
H 2.4997 0.2325 2.0398
P 2.5952 0.1807 0.7300
C 0.7413 0.3950 0.4229
H -2.3471 0.3280 1.4474
```

=====

(4)
This record from OMol25 describes a 2-piece molecular cluster, C3H7BrN3 overall. The level of theory is ωB97M-V with the def2-TZVPD basis set.

Summary:
Max |F| (eV/A): 3.722
E_LUMO (alpha / beta) (eV): -4.85 / -4.85
Energy relative to the best compared isomer or geometry (same formula, charge and spin) (kcal/mol): 43.1
Total charge: +1

```
14
C3H7BrN3 ωB97M-V with the def2-TZVPD basis set
N -0.6415 -2.0642 0.4270
N 1.0868 1.8341 0.1308
C -0.1046 1.3592 0.5042
H -0.3552 1.4320 1.5218
H -0.8224 0.7036 -1.3689
N 1.3926 -1.2145 -0.3102
H -1.6522 -1.8214 0.3027
C -0.9608 0.7503 -0.3130
H -0.4467 -3.1276 0.3950
H 1.7405 2.3892 0.5944
H 2.2003 -1.0424 -0.9279
C 0.1902 -1.2567 -0.1644
H 1.1509 1.8372 -0.8494
Br -2.7779 0.2214 0.0578
```

=====

(5)
This record from OMol25 describes a 3-piece molecular cluster, C2H7O4 overall. The level of theory is ωB97M-V with the def2-TZVPD basis set.

Summary:
Max |F| (eV/A): 3.785
E_LUMO (eV): 3.76
Energy relative to the best compared isomer or geometry (same formula, charge and spin) (kcal/mol): 22.8
Total charge: -1

```
13
C2H7O4 ωB97M-V with the def2-TZVPD basis set
O 0.9364 -2.4879 -1.6173
H 0.2520 0.2501 2.3332
H 0.9911 2.3854 2.2528
C -0.9607 -1.3481 -2.0974
O 0.7143 0.6838 1.6202
C 0.0629 -1.7641 -1.1012
O 0.1156 -1.2765 0.1142
H -0.7245 -0.3296 -2.3768
O 0.7901 3.2216 2.7935
H -2.0483 -1.2711 -1.9752
H 0.2813 3.7873 2.1770
H -0.8223 -1.9137 -3.1204
H 0.4121 0.0628 0.9974
```

=====

(6)
This record from OMol25 describes a 8-piece molecular cluster, C41H91BClFN3O9S9 overall. The level of theory is ωB97M-V with the def2-TZVPD basis set.

Summary:
Max |F| (eV/A): 3.727
E_LUMO (eV): -1.84
Energy relative to the best compared isomer or geometry (same formula, charge and spin) (kcal/mol): 0.0
Total charge: +1

```
156
C41H91BClFN3O9S9 ωB97M-V with the def2-TZVPD basis set
C -0.6450 -2.0449 10.2474
H -1.3187 2.6259 1.5905
H 4.1152 -1.8267 -6.9433
C 2.7266 1.7155 -4.8572
C -1.5197 -2.3707 5.2895
O 2.1369 -2.4397 -10.2085
H -7.0837 0.3962 1.6233
H 0.8782 1.0095 0.6137
H -6.0262 -5.4569 12.7704
O 5.2947 0.6378 -6.1452
C -6.2810 -4.4477 13.0909
H 5.5823 5.3192 1.8978
C -1.0083 -0.7961 0.8052
C -1.6380 -0.8640 -1.7916
H -2.3719 4.0432 1.1364
C 0.5203 1.7547 -3.3886
H 6.4977 -1.9478 -6.1941
C -1.2876 -3.9263 5.3683
H -7.0516 2.5923 -0.7020
O 2.2758 5.7038 -2.7129
N -1.2352 -0.1950 -2.9446
H -1.0375 5.4469 -0.0071
C 0.5113 -2.9392 0.6290
C -5.7879 2.0875 1.0190
C -3.2565 2.1115 0.5774
H -6.7823 3.9446 0.4801
N -0.1512 0.6389 -1.2535
H -2.2552 4.9943 -1.3336
S 2.3150 6.3330 -4.0669
C 6.8756 -1.3230 -7.0043
H 2.7497 -0.7587 -12.4272
C -4.5620 2.6758 1.2312
H 7.6199 4.6283 -1.2595
H 0.7243 4.8793 -5.0673
O 3.6178 0.8339 0.4208
O -2.2128 -3.1939 -0.9604
H 1.5963 -3.1978 0.7438
H 0.9444 3.5410 -0.9585
C 1.9915 8.0917 -3.8542
H 1.7694 1.3580 -0.8709
B -2.6944 -2.0396 -1.5606
H -0.3949 -4.2115 5.9792
H 7.0769 -1.9311 -7.8869
C -1.3693 -2.5555 -5.7447
H -4.7699 -1.3405 14.3016
H -0.0152 -2.8640 10.5963
C 0.7584 1.4346 -0.4062
C 6.6597 4.1278 -1.3915
C 4.5547 -1.0460 2.0567
C -5.5454 -2.0374 13.9874
S -1.5481 -2.5674 8.7799
C -1.2433 4.8063 -0.8882
H -0.5374 -1.8584 5.1800
H 3.8224 1.7219 -4.6369
H -1.5637 -3.1792 -4.8315
H 1.8901 8.5627 -4.8325
C 0.7531 5.9507 -4.8757
H 0.2470 -1.5821 -4.6747
H -1.0705 -6.4522 3.1273
C -0.3097 0.7417 -2.5851
H 5.2347 -1.8981 2.0774
H 0.6129 2.6612 -2.7409
H -0.0187 -1.1944 9.9807
H 6.8020 3.2154 -1.9697
H -1.6013 2.7222 -1.3922
H -1.3474 -1.7505 11.0281
H 6.4084 0.7668 0.9686
O -4.0470 -1.9698 -1.8727
H -2.9578 -3.6671 -0.5402
H 2.8341 8.5344 -3.3248
C -0.1832 -4.1457 3.2336
H 2.4764 2.7834 -5.0763
H 1.0804 8.2330 -3.2714
C 5.9461 5.3590 0.8720
H -2.0822 -2.0215 6.1847
C -3.0167 -6.3710 4.1410
H 1.8837 -2.1472 -13.1280
H 3.4412 -0.6150 -8.0591
H 2.5902 1.6338 -2.7009
C -1.4923 -5.9892 4.0502
C 1.7743 -1.2317 -12.5484
C 1.1226 0.0177 -10.2742
H -6.0448 -1.6500 13.0985
C -0.6705 -1.2501 -5.2080
H -6.9753 -4.4984 13.9303
S -4.7695 -3.6190 13.6129
H 5.2727 5.9720 0.2716
C 2.0097 1.2150 -3.5634
S 4.4185 -0.4302 0.3703
H -3.0539 -3.4641 10.4202
H -2.1199 -2.1961 4.3604
S -0.4353 -4.2879 1.4342
H 7.7940 -0.8312 -6.6864
C -6.0052 0.6006 1.4513
O -3.9275 -3.4238 12.3979
H 0.4596 0.6511 -10.8646
S 5.9746 3.6827 0.2144
C -6.9875 2.8537 0.3828
C -0.9385 -0.3538 -0.6607
F -0.3954 -0.4492 -6.3387
H 0.6872 6.4906 -5.8211
H -3.4817 1.9664 -0.5056
H 2.5841 1.0685 -5.7472
H -2.1755 -4.3446 5.9065
H 6.9523 5.7797 0.8586
C 0.3350 2.9513 -0.2229
C 6.1435 0.0428 0.1976
H 2.1402 0.4107 -10.2995
H 1.2336 -0.9388 1.0255
O -2.5149 -1.4833 8.4395
H 0.2957 -2.9787 -0.4602
H -6.2643 -2.1690 14.7968
H -5.4298 0.4476 2.3945
H -0.9903 -6.4526 4.9350
S 1.2786 -3.6448 3.8353
H -0.5201 4.9629 -1.7275
H -3.1443 -4.3313 8.8665
H -7.9375 2.6011 0.9078
H 6.2798 0.4939 -0.7846
H 4.9223 -0.2542 2.7107
H -6.7333 -3.9048 12.2600
C -1.7003 -0.4743 -4.3083
H -0.0793 6.2272 -4.2265
C -2.4723 -3.8784 9.5956
H 6.7741 -0.8437 0.2792
O 7.0287 2.9321 0.9568
C 0.3130 -1.5286 1.2733
S 5.6645 -0.0546 -7.4144
H -3.0419 1.0826 0.9806
S 1.0967 -1.6591 -10.9353
H -1.1001 0.1168 1.4429
H -2.6020 -1.1339 -4.2291
H 0.6782 3.2967 0.7811
H -1.7791 -4.6343 9.9673
H -2.3865 -2.3063 -6.1417
H -4.2424 -1.2638 -2.5089
H -3.4725 -6.0598 5.1081
H -3.5849 -5.8831 3.3086
H -1.8881 -1.4404 1.0265
H 1.0894 -0.5566 -13.0627
H -5.6379 -0.1328 0.6836
H 4.6107 -1.8097 -8.6615
H 3.5662 -1.3639 2.3896
H 0.7699 -0.0140 -9.2433
H -2.0681 0.4372 -4.8367
H 5.9615 4.7830 -1.9141
N -1.3005 -4.5209 4.0159
H -4.4579 3.5905 1.8536
Cl -0.2459 2.3142 -4.9206
C -1.1775 3.2595 -0.5150
H 0.3039 -1.5878 2.3896
C 4.3278 -1.1948 -7.8069
H -0.7424 -3.1020 -6.4776
C -2.0072 3.0334 0.8183
H -3.1455 -7.4745 4.0244
H 2.0628 0.1045 -3.4264
```

=====

(7)
This record from OMol25 describes a single C3H4O2S2 molecule. The level of theory is ωB97M-V with the def2-TZVPD basis set.

Summary:
Max |F| (eV/A): 4.856
E_LUMO (eV): 0.37
Energy relative to the best compared isomer or geometry (same formula, charge and spin) (kcal/mol): 40.9

```
11
C3H4O2S2 ωB97M-V with the def2-TZVPD basis set
O 2.4125 0.1422 -1.2588
C 0.8897 0.1565 0.6804
H 0.9713 1.2933 1.0134
C 1.3262 0.0671 -0.7115
O 0.1653 -0.1638 -1.3270
H 1.2000 -0.6184 1.4747
H -2.0575 1.2969 1.0861
H -0.9396 -2.3455 -0.5333
S -1.7369 -1.3898 -0.0469
S -1.5149 1.5795 -0.1664
C -0.7161 -0.0179 -0.2107
```

=====

(8)
This record from OMol25 describes an isolated ion of composition C4H10NO and charge -1. The level of theory is ωB97M-V with the def2-TZVPD basis set.

Summary:
Max |F| (eV/A): 0.982
E_LUMO (eV): 3.97
Energy relative to the best compared isomer or geometry (same formula, charge and spin) (kcal/mol): 16.9
Total charge: -1

```
16
C4H10NO ωB97M-V with the def2-TZVPD basis set
C 0.7824 0.9968 -0.1408
H 1.7620 0.5452 1.6784
H -1.3738 1.0340 -0.4831
H -2.7034 -1.0058 -0.9684
C 1.9423 0.2651 0.5980
N -1.7536 -1.3470 -1.0559
H -1.3257 -1.0638 -1.9187
C -0.9840 -0.9406 0.1083
O 3.1593 0.5330 0.0858
H 0.8984 2.0476 0.1372
H 0.9316 1.0090 -1.2197
H 1.7420 -0.8320 0.5522
H -0.0896 -1.5552 0.1857
H -0.8255 0.9677 1.2134
C -0.6661 0.5628 0.2134
H -1.4963 -1.2167 1.0141
```

=====

(9)
This record from OMol25 describes C10H24CoN4O7 as an isolated structure. The level of theory is ωB97M-V with the def2-TZVPD basis set.

Summary:
Max |F| (eV/A): 4.970
2S+1: 5
E_LUMO (alpha / beta) (eV): -4.80 / -5.97
Total charge: +1

```
46
C10H24CoN4O7 ωB97M-V with the def2-TZVPD basis set
H -3.9942 0.0117 1.8601
O 1.3934 -0.4755 -0.5103
C 0.9261 0.2809 2.6513
H 2.0307 -0.0617 -2.0521
N -1.1270 -1.4017 -1.0942
O -0.0595 -2.9232 1.4426
H -0.3992 -1.5872 -4.1580
O -1.5673 -2.6013 -0.8960
C -2.9684 0.2734 1.5492
H 3.6735 1.4188 -1.4006
H 2.7658 2.6987 -0.7223
H -1.6850 -2.5911 -3.3880
H 2.2335 1.2215 4.1344
H 2.8492 -0.1063 -3.3576
H 2.1833 -1.5530 4.3173
C -1.7068 1.6365 -3.2008
H -0.9728 2.4267 -3.4155
H 2.5114 2.6473 -2.5234
H -0.5767 -3.0102 0.5896
N -0.8319 1.0251 -0.9629
Co -0.2641 -0.4405 0.1852
H -2.9955 0.9524 0.6783
C 1.1628 1.1463 3.8630
H 0.5645 0.7086 4.6822
C -1.3783 -1.5543 -3.6166
H 0.1269 2.2687 0.3723
O 2.4992 0.4998 -2.7135
H -2.4535 0.7990 2.3684
H 2.1296 -0.5897 0.1676
H -2.6058 2.1222 -2.7957
O -0.5947 2.2782 -0.7811
C 0.9340 -1.1565 2.6215
O -2.1941 -0.8906 1.2504
H -2.0071 1.1536 -4.1387
C -1.2148 0.6281 -2.2046
H 0.7822 2.1520 3.6480
C -1.2696 -0.7949 -2.3187
O 0.6538 2.0811 1.2731
H 2.1916 -2.8398 3.1402
N 0.4298 0.7788 1.4942
C 2.9840 2.2001 -1.6878
N 0.2301 -1.5708 1.5549
H -2.6155 -1.5017 0.6158
C 1.5628 -2.0885 3.6132
H -2.1188 -1.0816 -4.2947
H 0.7824 -2.5893 4.1604
```

=====

(10)
This record from OMol25 describes a 3-piece molecular cluster, C4H12N2O2 overall. The level of theory is ωB97M-V with the def2-TZVPD basis set.

Summary:
Max |F| (eV/A): 3.905
E_LUMO (eV): -2.04
Energy relative to the best compared isomer or geometry (same formula, charge and spin) (kcal/mol): 172.4

```
20
C4H12N2O2 ωB97M-V with the def2-TZVPD basis set
N 0.7888 1.3399 1.4401
H 0.9705 0.2942 1.0401
O -0.9659 3.3225 0.3639
O 0.9507 -0.9650 0.5365
H 0.6687 -1.4466 -1.4433
C 0.2541 3.2834 0.0199
H -0.0492 -3.2800 0.1299
H -0.6359 -0.4182 -0.7862
C 1.2116 2.3476 0.5349
H 1.2584 1.3923 2.3990
C 0.0956 -1.2244 -0.5156
H 0.7246 4.0048 -0.6331
H -1.4657 -2.2518 0.6726
H 0.4796 1.5710 -1.2288
H -0.2094 1.4415 1.6471
H -2.6036 -2.7494 -1.2365
N -1.5985 -2.8250 -1.3751
H 2.3096 2.4230 0.3499
C -0.7907 -2.4788 -0.1806
H -1.3931 -3.7808 -1.7348
```

=====

(11)
This record from OMol25 describes a single C3H8O2 molecule. The level of theory is ωB97M-V with the def2-TZVPD basis set.

Summary:
Max |F| (eV/A): 1.984
E_LUMO (eV): 0.88
Energy relative to the best compared isomer or geometry (same formula, charge and spin) (kcal/mol): 25.1

```
13
C3H8O2 ωB97M-V with the def2-TZVPD basis set
H -0.5091 2.5371 -0.4637
H -1.5099 0.0544 -1.1679
H 0.9360 0.4125 -0.9242
H -0.0023 -1.1567 1.5483
H -1.6641 0.3821 0.5673
C -1.0919 0.6636 -0.3535
C 0.4182 -1.1438 0.5435
O -1.3094 2.0226 -0.6004
O 1.7860 -1.5423 0.5987
H 2.0242 -1.6815 -0.3205
H -0.1492 -1.8070 -0.1389
C 0.3224 0.2836 -0.0185
H 0.7489 0.9754 0.7297
```

=====

(12)
This record from OMol25 describes C18H24CrN3O3 as an isolated structure. The level of theory is ωB97M-V with the def2-TZVPD basis set.

Summary:
Max |F| (eV/A): 4.611
2S+1: 6
E_LUMO (alpha / beta) (eV): 0.40 / -1.56

```
49
C18H24CrN3O3 ωB97M-V with the def2-TZVPD basis set
H 8.8016 -5.6460 -5.7799
H 8.4991 -5.6064 -10.9835
H 13.7884 -5.3526 -10.0242
C 10.7418 -10.4580 -10.3701
O 13.6606 -7.3579 -10.7102
H 15.3139 -6.2758 -10.1874
H 9.9732 -3.3164 -12.2126
H 11.6173 -10.3304 -15.7117
H 8.0200 -7.5483 -7.1192
C 6.8611 -6.4833 -11.9691
H 5.3807 -7.7277 -12.9756
H 12.7992 -6.0610 -13.7218
N 9.1776 -7.3983 -11.8223
H 10.2872 -4.2848 -13.5608
C 11.6968 -9.1350 -13.9506
C 9.3024 -5.9010 -6.7021
C 10.9722 -5.4667 -8.3301
H 9.9198 -10.2424 -9.6874
H 11.5031 -3.2123 -12.9286
O 11.6130 -9.3566 -10.5035
H 6.9866 -9.5695 -13.3280
H 14.4876 -5.6612 -11.6180
H 10.2568 -10.8078 -11.2815
H 11.9264 -5.0103 -8.5481
N 10.5384 -6.5184 -9.1388
C 6.3972 -7.5922 -12.6370
C 9.4437 -7.1494 -8.7196
H 11.3265 -9.8755 -13.2570
H 13.1536 -6.2870 -15.9000
H 6.1536 -5.6889 -11.7824
C 7.3408 -8.6346 -12.9193
C 8.1824 -6.4808 -11.5327
N 11.9290 -7.9692 -13.2967
C 12.4340 -8.3397 -16.0968
H 9.0346 -7.9694 -9.2912
C 10.4159 -5.1612 -7.0645
Cr 11.3436 -7.1082 -11.2712
C 10.7544 -3.9482 -12.6353
C 8.6416 -8.5288 -12.4492
O 11.1935 -5.0578 -11.9252
C 14.3343 -6.0811 -10.6238
C 8.8150 -6.9075 -7.4712
H 10.8711 -4.5373 -6.3096
H 11.2402 -11.3102 -9.9081
C 12.5224 -7.0241 -14.1248
H 9.3248 -9.3590 -12.5522
C 11.9297 -9.3734 -15.3207
C 12.6729 -7.1499 -15.4632
H 12.5431 -8.4035 -17.1694
```

=====

no.,energy (eV)
1,-162430.0798
2,-22818.0823
3,-22918.1794
4,-77728.2169
5,-10379.0703
6,-180313.3153
7,-28939.2800
8,-7846.8019
9,-68661.4061
10,-11411.7412
11,-7334.9618
12,-58084.4699